1.
{
  "formula": "C16H16N4O4",
  "method": "ωB97M-V/def2-TZVPD",
  "smiles": "O=[N+]([O-])c1ccccc1.O=[N+]([O-])c1ccccc1.CC#N.CC#N",
  "total_charge": 0,
  "total_energy_ev": -30994.7193,
  "fmax_ev_per_a": 3.2,
  "homo_lumo_gap_ev": 9.3322,
  "e_above_lowest_ev": 8.757,
  "species": ["O", "N", "O", "C", "C", "C", "C", "C", "C", "H", "H", "H", "H", "H", "O", "N", "O", "C", "C", "C", "C", "C", "C", "H", "H", "H", "H", "H", "C", "C", "N", "H", "H", "H", "C", "C", "N", "H", "H", "H"],
  "positions_angstrom": [[-27.146, 6.258, -8.271], [-26.170, 6.700, -8.853], [-25.007, 6.369, -8.659], [-26.475, 7.741, -9.870], [-25.436, 8.372, -10.582], [-25.758, 9.452, -11.411], [-27.098, 9.947, -11.462], [-28.107, 9.247, -10.805], [-27.789, 8.167, -10.034], [-24.446, 7.944, -10.527], [-24.986, 9.993, -11.939], [-27.373, 10.928, -11.821], [-29.133, 9.581, -10.865], [-28.591, 7.722, -9.464], [-32.225, 15.838, -10.145], [-31.297, 16.595, -10.234], [-30.120, 16.185, -10.274], [-31.595, 18.021, -10.197], [-32.919, 18.467, -10.189], [-33.174, 19.776, -10.133], [-32.165, 20.754, -10.164], [-30.845, 20.317, -10.205], [-30.546, 18.944, -10.259], [-33.736, 17.773, -10.058], [-34.189, 20.124, -10.012], [-32.346, 21.819, -10.180], [-30.060, 21.058, -10.252], [-29.517, 18.619, -10.291], [-22.979, 7.137, -3.823], [-22.618, 8.310, -4.697], [-22.367, 9.223, -5.375], [-23.029, 7.422, -2.772], [-22.197, 6.378, -3.839], [-23.892, 6.599, -4.078], [-32.211, 9.103, -15.609], [-33.394, 9.196, -14.712], [-34.281, 9.319, -13.995], [-31.401, 9.777, -15.328], [-32.364, 9.059, -16.687], [-31.658, 8.173, -15.478]],
  "mulliken_charge": [-0.583, 0.966, -0.594, 0.167, -0.363, -0.423, -0.449, -0.397, -0.273, 0.431, 0.363, 0.376, 0.391, 0.388, -0.580, 0.960, -0.603, 0.187, -0.347, -0.311, -0.464, -0.355, -0.373, 0.403, 0.343, 0.372, 0.355, 0.414, -0.745, 0.323, -0.359, 0.263, 0.254, 0.268, -0.809, 0.323, -0.322, 0.261, 0.281, 0.267]
}

***

2.
{
  "formula": "C16H16N4O5Pt",
  "method": "ωB97M-V/def2-TZVPD",
  "total_charge": 0,
  "total_energy_ev": -36295.9893,
  "fmax_ev_per_a": 1.1,
  "homo_lumo_gap_ev": 7.8444,
  "e_above_lowest_ev": 0.351,
  "species": ["Pt", "O", "C", "C", "C", "C", "C", "C", "C", "O", "N", "N", "C", "C", "C", "C", "C", "C", "C", "O", "H", "H", "H", "H", "H", "H", "H", "H", "H", "H", "C", "O", "C", "O", "N", "N", "H", "H", "H", "H", "H", "H"],
  "positions_angstrom": [[0.656, 0.172, 0.008], [-1.562, -3.717, -0.089], [-2.809, -3.192, -0.046], [-3.883, -4.079, -0.053], [-5.178, -3.605, -0.009], [-5.428, -2.235, 0.042], [-4.366, -1.354, 0.047], [-3.046, -1.809, 0.003], [-1.930, -0.839, 0.008], [-0.713, -1.332, 0.029], [-2.182, 0.431, -0.010], [-1.001, 1.163, -0.010], [-1.100, 2.446, 0.011], [-0.025, 3.390, 0.004], [-0.369, 4.759, 0.014], [0.583, 5.741, 0.011], [1.937, 5.369, 0.001], [2.310, 4.051, -0.009], [1.345, 3.014, -0.010], [1.788, 1.791, -0.029], [-0.955, -2.943, -0.052], [-3.666, -5.138, -0.093], [-6.002, -4.307, -0.013], [-6.443, -1.866, 0.078], [-4.535, -0.287, 0.084], [-2.118, 2.823, 0.030], [-1.421, 5.022, 0.024], [0.300, 6.785, 0.017], [2.701, 6.136, 0.001], [3.351, 3.757, -0.016], [5.423, -0.307, 0.034], [4.766, -1.587, 0.012], [3.434, -1.538, 0.005], [2.836, -0.469, 0.017], [2.924, -2.786, -0.016], [1.555, -2.974, -0.035], [6.484, -0.531, 0.038], [5.139, 0.245, 0.927], [5.150, 0.270, -0.846], [3.567, -3.562, -0.023], [1.232, -3.461, 0.789], [1.252, -3.445, -0.877]],
  "mulliken_charge": [0.793, -0.751, 0.127, -0.739, -0.226, -0.813, -0.338, 0.245, 0.977, -0.776, -0.924, 0.517, -0.043, 0.465, -0.769, -0.687, -0.402, -0.397, 0.404, -0.705, 0.714, 0.408, 0.380, 0.378, 0.430, 0.432, 0.322, 0.390, 0.362, 0.417, -0.663, -0.442, 0.699, -0.804, -0.384, -0.131, 0.254, 0.283, 0.281, 0.232, 0.244, 0.238]
}

***

3.
{
  "formula": "C16H16N6O5S",
  "method": "ωB97M-V/def2-TZVPD",
  "smiles": "COc1cc(NC(=O)CSc2nc3ncnc(N)c3[nH]2)c(C(=O)O)cc1OC",
  "total_charge": 0,
  "total_energy_ev": -46866.3541,
  "fmax_ev_per_a": 1.4,
  "homo_lumo_gap_ev": 8.4544,
  "e_above_lowest_ev": 0.000,
  "species": ["C", "O", "C", "C", "C", "N", "C", "O", "C", "S", "C", "N", "C", "N", "C", "N", "C", "N", "C", "N", "C", "C", "O", "O", "C", "C", "O", "C", "H", "H", "H", "H", "H", "H", "H", "H", "H", "H", "H", "H", "H", "H", "H", "H"],
  "positions_angstrom": [[-0.889, -0.262, -3.926], [-0.850, 0.903, -3.127], [-0.125, 0.876, -1.995], [0.811, -0.087, -1.672], [1.497, -0.064, -0.454], [2.299, -1.189, -0.182], [2.504, -1.745, 1.035], [2.353, -1.167, 2.095], [2.830, -3.214, 0.987], [1.223, -4.152, 0.858], [0.053, -2.861, 0.657], [-0.654, -2.700, -0.428], [-1.456, -1.627, -0.179], [-2.358, -1.073, -0.994], [-2.957, -0.023, -0.482], [-2.733, 0.568, 0.686], [-1.817, 0.062, 1.510], [-1.575, 0.683, 2.692], [-1.181, -1.123, 1.114], [-0.235, -1.961, 1.641], [1.248, 0.957, 0.451], [1.910, 1.127, 1.774], [1.295, 1.307, 2.801], [3.233, 1.258, 1.684], [0.288, 1.927, 0.134], [-0.394, 1.914, -1.065], [-1.339, 2.804, -1.441], [-1.866, 3.672, -0.464], [-1.636, -0.062, -4.692], [-1.196, -1.126, -3.331], [0.076, -0.453, -4.406], [0.985, -0.911, -2.345], [2.409, -1.799, -0.982], [3.307, -3.535, 1.910], [3.430, -3.497, 0.124], [-3.708, 0.447, -1.102], [-0.624, 0.665, 3.045], [-2.045, 1.569, 2.795], [0.238, -1.861, 2.527], [3.613, 1.360, 2.571], [0.094, 2.691, 0.869], [-2.657, 4.227, -0.965], [-2.291, 3.101, 0.368], [-1.112, 4.373, -0.094]],
  "mulliken_charge": [-0.871, -0.475, 0.176, -0.234, -0.099, 0.074, 0.221, -0.597, -0.693, -0.212, -0.121, -0.618, 1.595, -0.536, -0.420, -0.530, -0.020, -0.391, 0.006, 0.015, 0.290, 0.140, -0.684, -0.453, -0.227, 0.702, -0.504, -0.837, 0.272, 0.356, 0.321, 0.244, 0.336, 0.427, 0.382, 0.392, 0.230, 0.335, 0.310, 0.415, 0.386, 0.279, 0.291, 0.326]
}

***

4.
{
  "formula": "C16H16N7O4S2Ti",
  "method": "ωB97M-V/def2-TZVPD",
  "total_charge": 1,
  "total_energy_ev": -80256.9567,
  "fmax_ev_per_a": 1.8,
  "homo_lumo_gap_ev": 6.6520,
  "e_above_lowest_ev": 1.564,
  "species": ["Ti", "O", "C", "O", "C", "C", "C", "C", "C", "N", "C", "O", "O", "H", "H", "H", "N", "C", "S", "N", "N", "C", "C", "C", "C", "C", "C", "N", "H", "H", "H", "H", "H", "H", "H", "C", "N", "C", "N", "S", "H", "H", "H", "H", "H", "H"],
  "positions_angstrom": [[0.750, 0.616, 0.338], [1.425, -0.679, -3.278], [1.341, 0.053, -2.323], [1.394, -0.326, -1.083], [1.124, 1.559, -2.390], [1.160, 2.456, -3.448], [0.930, 3.801, -3.162], [0.704, 4.228, -1.856], [0.712, 3.262, -0.857], [0.889, 1.986, -1.157], [0.599, 3.393, 0.674], [0.318, 4.426, 1.219], [0.835, 2.246, 1.227], [1.368, 2.117, -4.451], [0.946, 4.523, -3.962], [0.539, 5.267, -1.615], [3.556, -2.095, 2.268], [2.624, -1.190, 1.955], [3.103, 0.214, 1.079], [1.389, -1.391, 2.396], [0.478, -0.538, 1.959], [-0.651, -0.402, 2.588], [-1.609, 0.504, 2.017], [-2.791, 0.885, 2.660], [-3.625, 1.794, 2.041], [-3.302, 2.245, 0.764], [-2.127, 1.804, 0.179], [-1.281, 0.989, 0.800], [4.522, -1.871, 2.094], [3.322, -2.864, 2.876], [-0.860, -0.970, 3.493], [-3.012, 0.480, 3.635], [-4.519, 2.139, 2.537], [-3.943, 2.933, 0.238], [-1.858, 2.107, -0.830], [-0.735, -5.319, -0.461], [-1.171, -3.943, -0.433], [-0.457, -2.900, -0.849], [0.758, -3.080, -1.361], [-1.176, -1.373, -0.672], [-1.547, -5.946, -0.108], [0.127, -5.460, 0.197], [-0.478, -5.634, -1.476], [-2.092, -3.719, -0.088], [1.101, -4.013, -1.530], [1.218, -2.317, -1.844]],
  "mulliken_charge": [-0.282, -0.657, 0.299, -0.484, 0.442, -0.672, -0.289, -0.688, 0.493, 0.356, 0.358, -0.601, -0.196, 0.543, 0.469, 0.565, -0.409, 0.758, -0.379, -1.665, 1.611, -1.010, 1.217, -0.913, -0.386, -1.005, -0.120, 0.408, 0.225, 0.253, 0.403, 0.484, 0.438, 0.458, 0.556, -1.037, -0.150, 0.671, -0.204, -0.449, 0.347, 0.328, 0.338, 0.256, 0.212, 0.103]
}

***

5.
{
  "formula": "C16H17BN7O2PtS",
  "method": "ωB97M-V/def2-TZVPD",
  "total_charge": 3,
  "total_energy_ev": -46125.1058,
  "fmax_ev_per_a": 0.4,
  "homo_lumo_gap_ev": [8.6513, 6.2343],
  "multiplicity": 5,
  "s2": 6.03,
  "species": ["Pt", "N", "C", "N", "C", "N", "C", "C", "N", "C", "C", "N", "H", "H", "H", "H", "H", "O", "B", "O", "C", "C", "C", "C", "C", "C", "H", "H", "H", "H", "S", "C", "N", "C", "C", "C", "N", "H", "H", "H", "H", "H", "H", "H", "H"],
  "positions_angstrom": [[0.342, 0.159, -0.472], [3.776, 0.542, 2.003], [2.458, 0.662, 1.982], [2.064, 0.576, 0.711], [3.230, 0.379, 0.010], [4.287, 0.356, 0.767], [3.169, 0.193, -1.440], [4.267, 0.114, -2.282], [4.122, -0.040, -3.594], [2.888, -0.116, -4.075], [1.766, -0.051, -3.253], [1.924, 0.102, -1.940], [4.399, 0.580, 2.801], [1.838, 0.821, 2.849], [5.273, 0.179, -1.883], [2.775, -0.231, -5.146], [0.760, -0.121, -3.644], [-1.477, -2.473, -0.667], [-0.329, -1.832, -0.185], [0.468, -2.769, 0.508], [-0.171, -3.950, 0.437], [0.209, -5.172, 0.948], [-0.677, -6.200, 0.695], [-1.909, -6.008, -0.046], [-2.283, -4.785, -0.559], [-1.394, -3.762, -0.303], [1.127, -5.314, 1.500], [-0.455, -7.197, 1.054], [-2.550, -6.869, -0.191], [-3.197, -4.634, -1.117], [-1.042, 1.877, -1.260], [-1.753, 2.788, 0.082], [-3.056, 2.722, 0.223], [-3.813, 3.596, 1.146], [-3.011, 4.859, 1.394], [-1.602, 4.497, 1.834], [-1.011, 3.578, 0.833], [-3.567, 2.086, -0.373], [-3.993, 3.044, 2.069], [-4.774, 3.809, 0.683], [-3.496, 5.459, 2.162], [-2.969, 5.459, 0.483], [-1.599, 4.008, 2.808], [-0.962, 5.374, 1.886], [-0.048, 3.701, 0.563]],
  "lowdin_spin": [1.488, 0.012, 0.029, 0.164, 0.015, 0.007, 0.019, 0.006, 0.004, 0.008, 0.027, 0.188, 0.001, 0.001, 0.002, 0.001, 0.004, 0.113, 0.315, 0.116, 0.201, -0.001, 0.218, 0.208, 0.000, 0.204, -0.003, 0.008, 0.008, -0.003, 0.502, 0.069, 0.032, 0.004, 0.001, 0.003, 0.020, 0.003, 0.002, 0.000, 0.000, 0.000, 0.001, 0.000, 0.001]
}